This record from the Open Molecules 2025 dataset describes one molecule with the formula C16H16N2O4. The level of theory is the ωB97M-V functional and the def2-TZVPD basis.

Geometry as ORCA input:
```
! wB97M-V def2-TZVPD RIJCOSX def2/J DEFGRID3
* xyz 0 1
O 0.258 -1.232 1.309
C -0.519 -1.384 0.389
N -1.064 -0.313 -0.263
H -1.596 -0.442 -1.108
C -0.559 1.020 -0.004
C -0.137 1.112 1.468
O 0.929 1.489 1.860
O -1.182 0.883 2.272
H -0.889 0.900 3.196
H -1.391 1.723 -0.136
C 0.606 1.400 -0.937
C 0.753 2.892 -1.039
C -0.067 3.618 -1.892
C 0.036 4.994 -1.980
C 0.970 5.670 -1.205
C 1.795 4.951 -0.346
C 1.683 3.578 -0.267
H 2.314 3.026 0.411
H 2.515 5.488 0.251
O 1.111 7.024 -1.257
H 0.482 7.393 -1.888
H -0.608 5.547 -2.652
H -0.796 3.105 -2.505
H 0.406 0.980 -1.926
H 1.519 0.955 -0.542
N -0.966 -2.591 -0.081
C -0.664 -3.873 0.394
C -1.325 -4.951 -0.190
C -1.062 -6.241 0.230
C -0.138 -6.472 1.234
C 0.520 -5.401 1.814
C 0.266 -4.105 1.402
H 0.778 -3.274 1.854
H 1.243 -5.572 2.597
H 0.067 -7.480 1.562
H -1.583 -7.068 -0.231
H -2.049 -4.775 -0.975
H -1.654 -2.574 -0.820
*
```

## Properties
Orbital gap, Eh: 0.3233
Relative energy (zero: lowest compared OMol25 entry of this formula, charge and spin), kcal/mol: 0.0
HOMO, eV: -8.4


This record from the Open Molecules 2025 dataset describes one molecule with the formula C21H26N2O4S. The level of theory is the ωB97M-V functional and the def2-TZVPD basis.

Geometry as ORCA input:
```
! wB97M-V def2-TZVPD RIJCOSX def2/J DEFGRID3
* xyz 0 1
C 4.957 4.238 2.989
H 5.648 3.983 2.180
O 3.947 3.268 3.133
C 3.098 3.052 2.095
C 3.152 3.706 0.868
C 2.227 3.402 -0.113
C 1.252 2.432 0.087
C 1.192 1.790 1.323
C 2.101 2.097 2.311
H 2.060 1.610 3.272
H 0.424 1.059 1.523
C 0.267 2.226 -1.013
O -0.281 3.183 -1.538
N 0.022 0.954 -1.437
C -0.895 0.812 -2.560
C -1.748 -0.442 -2.543
H -2.645 -0.354 -1.940
H -1.198 -1.337 -2.274
S -2.241 -0.642 -4.295
O -1.781 -1.920 -4.767
O -3.635 -0.341 -4.469
C -1.193 0.685 -4.987
C -0.148 0.838 -3.909
H 0.554 0.004 -3.961
H 0.405 1.774 -4.001
H -0.800 0.360 -5.944
H -1.816 1.567 -5.100
H -1.543 1.697 -2.522
C 0.750 -0.208 -0.984
C -0.037 -1.095 -0.044
C -1.184 -0.660 0.605
C -1.882 -1.486 1.461
C -1.456 -2.798 1.716
C -0.296 -3.229 1.054
C 0.390 -2.394 0.199
H 1.279 -2.762 -0.295
H 0.079 -4.228 1.200
N -2.127 -3.614 2.593
C -3.410 -3.205 3.111
H -3.793 -3.974 3.777
H -4.146 -3.042 2.314
H -3.311 -2.283 3.689
C -1.777 -5.011 2.680
H -1.888 -5.525 1.718
H -2.422 -5.500 3.406
H -0.746 -5.125 3.020
H -2.769 -1.097 1.931
H -1.553 0.341 0.429
H 1.060 -0.796 -1.856
H 1.664 0.131 -0.484
H 2.258 3.924 -1.058
H 3.900 4.457 0.669
H 5.497 4.243 3.935
H 4.536 5.232 2.809
*
```

## Properties
Orbital gap, Eh: 0.3084
Relative energy (zero: lowest compared OMol25 entry of this formula, charge and spin), kcal/mol: 26.7
HOMO, eV: -7.8


This record from the Open Molecules 2025 dataset describes CH3N3O as an isolated structure at a distorted geometry. The level of theory is the ωB97M-V functional and the def2-TZVPD basis.

Geometry as ORCA input:
```
! wB97M-V def2-TZVPD RIJCOSX def2/J DEFGRID3
* xyz 0 1
C -0.817 -0.095 0.015
N 0.249 0.566 -0.056
N -2.489 0.789 -0.006
N 2.501 0.356 -0.255
O 1.380 -0.160 0.174
H -0.965 -1.159 0.121
H -3.095 -0.026 -0.072
H 3.236 -0.272 0.078
*
```

## Properties
Orbital gap (alpha / beta), Eh: 0.3827 / 0.2907
Relative energy (zero: lowest compared OMol25 entry of this formula, charge and spin), kcal/mol: 203.7
HOMO (alpha / beta), eV: -10.5 / -9.1


This record from the Open Molecules 2025 dataset describes one molecule with the formula C3H3FOS at a distorted geometry. The level of theory is the ωB97M-V functional and the def2-TZVPD basis.

Geometry as ORCA input:
```
! wB97M-V def2-TZVPD RIJCOSX def2/J DEFGRID3
* xyz 0 1
C 0.140 0.694 -0.692
C 0.505 -0.554 0.007
C 0.037 -1.183 1.109
H -1.287 2.380 -1.224
H 0.450 -2.084 1.517
H -0.898 -0.846 1.572
O 1.008 1.283 -1.304
F 1.465 -1.169 -0.766
S -1.419 1.479 -0.221
*
```

## Properties
Orbital gap, Eh: 0.3644
Relative energy (zero: lowest compared OMol25 entry of this formula, charge and spin), kcal/mol: 12.3
HOMO, eV: -10.2